Entry 1:
Entry from OMol25: an isolated ion of composition C8H11N6S and charge +1 in a non-equilibrium geometry (ωB97M-V with the def2-TZVPD basis set).

## Properties
* total charge: +1
* SMILES: C[N+](C)=CN/C(=C/C(N)=N/C#N)N=C=S
* HOMO-LUMO gap: 7.302 eV
* ΔE to the lowest compared entry with this formula, charge and spin: 194.3 kJ/mol
* DFT total energy: -28241.0980 eV
* lowest unoccupied orbital energy: -4.65 eV

XYZ file:
```
26
Properties=species:S:1:pos:R:3:nbo_charge:R:1
C -3.18600 2.38394 0.17404 -0.415
N -2.69900 1.05742 0.17856 -0.336
C -3.70005 0.08991 0.17284 -0.473
C -1.38274 0.85877 0.03426 0.401
N -0.68654 -0.28034 -0.12878 -0.526
C 0.70252 -0.39956 -0.27200 0.402
C 1.28783 -1.61340 -0.14741 -0.302
C 2.68426 -1.76006 -0.09924 0.460
N 3.18760 -3.00135 -0.17854 -0.769
N 3.43901 -0.72970 0.15309 -0.585
C 4.71333 -0.71843 0.32227 0.378
N 5.85189 -0.74555 0.49481 -0.353
N 1.25835 0.80230 -0.22706 -0.552
C 2.08588 1.66727 -0.08203 0.266
S 3.00738 2.88395 -0.06643 0.240
H -2.34828 3.03343 -0.05480 0.225
H -4.03875 2.52166 -0.55094 0.241
H -3.61444 2.70893 1.23723 0.235
H -3.95623 -0.39239 -0.77714 0.239
H -3.77793 -0.63705 0.98511 0.248
H -4.63733 0.68129 0.33034 0.247
H -0.75304 1.72726 0.39732 0.248
H -1.22823 -1.12207 -0.45759 0.433
H 0.75810 -2.44130 -0.32801 0.221
H 2.79327 -3.58554 -0.94553 0.404
H 4.23912 -2.98940 -0.16434 0.422
```

=====

Entry 2:
Entry from OMol25: C17H13Br2N6O9Ti as an isolated structure in a non-equilibrium geometry (ωB97M-V with the def2-TZVPD basis set).

## Properties
* total charge: -2
* HOMO-LUMO gap (alpha / beta): 5.212 / 7.079 eV
* DFT total energy: -208412.4340 eV
* multiplicity: 2
* lowest unoccupied orbital energy (alpha / beta): 3.63 / 3.63 eV

XYZ file:
```
48
Properties=species:S:1:pos:R:3:nbo_charge:R:1
Ti 0.10997 -0.20559 0.76386 1.486
O -2.60983 2.44919 0.94445 -0.733
C -3.21644 1.84098 -0.18746 -0.072
C -3.68504 0.43468 0.08788 -0.238
N -2.62392 -0.57165 0.07962 -0.437
C -2.77808 -1.49731 1.20008 -0.353
C -2.23094 -0.84167 2.46966 0.805
O -2.76217 -1.01070 3.55473 -0.659
O -1.19750 -0.08350 2.22763 -0.762
C -2.44395 -1.20176 -1.21407 -0.335
C -1.09834 -1.90367 -1.38189 0.806
O -0.92970 -2.61059 -2.36450 -0.671
O -0.23207 -1.68661 -0.44216 -0.770
H -1.84630 1.92330 1.22249 0.496
H -2.54741 1.84198 -1.04947 0.183
H -4.08698 2.45721 -0.42397 0.153
H -4.46341 0.16038 -0.64399 0.162
H -4.15084 0.44227 1.07312 0.210
H -2.16734 -2.37930 1.02983 0.251
H -3.81592 -1.80042 1.35625 0.177
H -2.49206 -0.43823 -1.98970 0.221
H -3.21805 -1.94676 -1.43562 0.182
Br -1.14733 2.02729 -3.55201 0.033
C 0.53563 1.38694 -2.96774 -0.207
C 1.62062 1.43517 -3.87035 -0.212
C 2.85442 1.01510 -3.50242 -0.106
Br 4.28312 1.15675 -4.76248 -0.007
C 3.08956 0.48095 -2.21043 -0.114
C 4.32363 0.01632 -1.70613 -0.148
C 4.38083 -0.47413 -0.44752 -0.248
C 3.21245 -0.55291 0.34162 0.098
N 2.06461 -0.14427 -0.09811 -0.411
C 1.98605 0.39953 -1.33963 0.118
C 0.67767 0.91818 -1.67958 0.433
O -0.23343 0.90845 -0.77216 -0.724
H 1.46222 1.82188 -4.86570 0.226
H 5.20785 0.05416 -2.32806 0.216
H 5.31664 -0.83883 -0.04184 0.213
H 3.20337 -0.99174 1.32958 0.245
N 1.61926 2.04828 6.33073 -0.530
C 1.74450 2.02186 5.17116 0.468
N 2.01533 2.06691 3.88285 -0.712
C 1.37721 1.69638 2.83375 0.641
N 0.88589 1.46474 1.79459 -0.626
O 2.05446 -3.48856 1.80695 -0.480
N 0.98983 -2.85924 1.88940 0.739
O -0.10795 -3.39819 1.89853 -0.430
O 1.06988 -1.54326 1.98824 -0.579
```

=====

Entry 3:
Entry from OMol25: a 2-piece molecular cluster, C4H9N2O overall in a non-equilibrium geometry (ωB97M-V with the def2-TZVPD basis set).

## Properties
* HOMO-LUMO gap (alpha / beta): 5.101 / 8.517 eV
* ΔE to the lowest compared entry with this formula, charge and spin: 98.7 kJ/mol
* DFT total energy: -9319.0035 eV
* multiplicity: 2
* lowest unoccupied orbital energy (alpha / beta): 0.83 / 0.80 eV

XYZ file:
```
16
Properties=species:S:1:pos:R:3:nbo_charge:R:1
C 1.89914 -0.51420 -1.12520 -0.635
C 0.52237 0.05034 -0.92537 0.130
C -0.51111 -0.15414 -1.79671 -0.142
N -1.63635 0.39788 -1.21840 -0.581
C -1.28908 1.07399 -0.03899 -0.059
N 0.04979 0.71644 0.17853 -0.571
H 2.62975 0.29321 -0.99970 0.213
H 1.99939 -1.04501 -2.06005 0.229
H 2.15466 -1.14146 -0.25856 0.210
H -0.41602 -0.93127 -2.53543 0.213
H -2.56184 0.52953 -1.59756 0.405
H -2.09850 1.23420 0.66404 0.177
H 0.62029 0.96818 0.94724 0.413
H 0.51155 -1.92177 3.46901 0.490
H 0.43258 -0.57158 4.41559 0.485
O 0.56002 -0.97619 3.58294 -0.975
```

=====

Entry 4:
Entry from OMol25: a 7-piece molecular cluster, C40H86N6O7 overall in a non-equilibrium geometry (ωB97M-V with the def2-TZVPD basis set).

## Properties
* SMILES: CC1(C)CCCC(C)(C)N1O.CC1(C)CCCC(C)(C)N1O.CC1(C)CCCC(C)(C)N1O.CN(C)C=O.CN(C)C=O.CN(C)C=O.C1CCOC1
* HOMO-LUMO gap: 9.092 eV
* DFT total energy: -66142.1455 eV
* lowest unoccupied orbital energy: 0.53 eV

XYZ file:
```
139
Properties=species:S:1:pos:R:3:mulliken_charge:R:1
C -1.22183 4.03238 0.45944 -1.261
C 0.02660 4.83414 0.93379 1.620
C -0.30724 6.29963 1.06319 -1.919
C 0.37158 4.17454 2.28725 0.123
C 1.75255 4.51786 2.71960 -1.156
C 2.77744 3.94775 1.66763 -0.590
C 2.55429 4.61720 0.30093 1.828
C 3.01611 6.03398 0.27208 -1.725
C 3.30443 3.85938 -0.74457 -1.836
N 1.08939 4.43343 0.00912 0.853
O 0.80186 5.08336 -1.23060 -0.591
H -2.14738 4.27554 1.00799 0.338
H -1.40300 4.20477 -0.62666 0.385
H -1.08340 2.98320 0.64113 -0.247
H 0.04613 6.81446 0.20990 0.408
H -1.29346 6.61132 1.26532 0.421
H 0.33671 6.68752 1.88727 0.337
H -0.35287 4.47383 3.12466 0.257
H 0.32829 3.11749 2.15919 -0.622
H 1.85340 5.56534 2.96908 0.462
H 1.98566 4.04549 3.70462 0.445
H 2.63305 2.84909 1.64892 -0.225
H 3.79584 4.15663 2.07356 0.520
H 2.32138 6.70361 0.85340 0.285
H 3.09904 6.45962 -0.76794 0.323
H 4.06870 6.08144 0.72989 0.373
H 4.37426 4.08641 -0.61053 0.390
H 3.13329 4.18699 -1.74450 0.480
H 2.97297 2.84618 -0.59098 0.002
H 0.61244 4.38938 -1.91068 0.328
C -3.02338 -3.31134 -4.71762 -1.668
C -3.72809 -2.01874 -5.13572 2.135
C -4.89941 -2.39996 -5.99700 -2.129
C -4.14474 -1.24013 -3.87763 -1.496
C -2.99495 -0.72501 -3.01969 0.458
C -2.08899 0.08535 -3.97737 -1.407
C -1.56830 -0.59910 -5.25821 1.896
C -0.88993 0.40061 -6.23746 -2.055
C -0.46046 -1.61145 -4.92091 -1.399
N -2.75586 -1.11151 -5.93277 -0.166
O -2.26086 -1.97418 -7.01554 -0.488
H -2.55984 -3.70969 -5.58641 0.459
H -2.19349 -3.24043 -4.01591 -0.008
H -3.69913 -4.06817 -4.43140 0.493
H -5.43932 -1.54877 -6.35261 0.481
H -4.69216 -2.99738 -6.87547 0.415
H -5.68016 -2.93754 -5.40218 0.373
H -4.63739 -0.32666 -4.23615 0.416
H -4.85686 -1.76623 -3.20151 0.389
H -3.24239 0.10755 -2.31053 0.427
H -2.50286 -1.56460 -2.44896 -0.175
H -1.19615 0.33703 -3.39900 0.173
H -2.65168 1.04649 -4.16379 0.388
H -1.66959 1.19223 -6.58415 0.368
H -0.58104 -0.11071 -7.08024 0.529
H -0.07324 0.97969 -5.84657 0.399
H -0.18288 -2.25987 -5.73497 0.359
H -0.58899 -2.21542 -4.00485 0.037
H 0.41885 -0.97711 -4.69483 0.495
H -2.74981 -1.64438 -7.78452 0.359
C -3.41822 1.17477 2.94738 -1.252
C -3.07968 1.13797 4.41531 2.000
C -2.72985 2.53380 4.84831 -1.712
C -4.32301 0.67962 5.14156 -1.429
C -4.76701 -0.77470 4.89704 -0.528
C -3.63696 -1.78114 5.21893 -1.359
C -2.24332 -1.35088 4.56628 2.389
C -1.09683 -2.00922 5.26953 -1.890
C -2.13167 -1.89123 3.12212 -2.570
N -2.02279 0.11529 4.82048 -0.192
O -0.84652 0.41884 4.17435 -0.079
H -4.36396 1.68645 2.83101 0.555
H -3.52146 0.17077 2.51637 0.262
H -2.69156 1.74351 2.30959 -0.201
H -3.52685 3.16950 4.55761 0.462
H -1.85267 2.83002 4.25674 0.140
H -2.50524 2.73330 5.91818 0.355
H -4.11506 0.72582 6.25409 0.290
H -5.09034 1.43896 4.96065 0.472
H -5.13309 -0.92330 3.85245 0.248
H -5.63497 -0.98200 5.51147 0.492
H -3.88672 -2.80363 4.97271 0.290
H -3.46903 -1.76689 6.31148 0.417
H -1.27182 -3.07769 5.41614 0.437
H -0.23411 -1.97760 4.62420 0.187
H -0.94175 -1.49627 6.22559 0.484
H -3.13079 -1.78508 2.74689 0.501
H -1.54292 -1.21982 2.51778 0.310
H -1.89975 -2.92919 2.99141 0.607
H -0.31288 0.91348 4.78612 0.241
C 4.41803 0.02815 2.51493 -0.779
N 4.02473 -1.39843 2.56505 0.241
C 5.05236 -2.34060 2.22941 -0.996
C 2.79622 -1.78901 2.90864 0.144
O 2.36526 -2.94285 2.94847 -0.655
H 5.28395 0.18154 3.13346 0.517
H 3.59611 0.68824 2.76217 0.033
H 4.72383 0.22488 1.49649 0.319
H 5.63602 -2.62778 3.11827 0.286
H 4.67531 -3.21326 1.73574 0.293
H 5.75180 -1.80124 1.59813 0.352
H 2.23039 -0.91634 3.32011 0.254
C -0.36564 -5.06883 0.91177 -0.948
N 0.61571 -4.90068 -0.12059 0.306
C 0.14244 -5.08513 -1.48118 -1.384
C 1.95117 -4.83496 0.27524 0.091
O 2.84091 -4.75071 -0.55433 -0.637
H -1.13053 -5.81379 0.58962 0.339
H -1.07463 -4.21073 1.09056 0.192
H 0.02724 -5.28288 1.90364 0.369
H -0.44163 -4.25321 -1.78019 0.577
H 1.01237 -5.29059 -2.08858 0.304
H -0.45068 -6.00867 -1.38130 0.348
H 2.19329 -4.79222 1.33639 0.437
C 5.33708 -2.18384 -2.07265 -0.577
N 4.88594 -0.99792 -2.84790 0.124
C 5.73326 -0.05302 -3.65749 -0.873
C 3.54537 -0.78171 -2.96548 0.287
O 3.03632 0.11434 -3.65912 -0.684
H 5.71943 -2.95819 -2.77156 0.303
H 4.43482 -2.54609 -1.51845 0.105
H 6.17013 -1.93785 -1.42594 0.290
H 5.47494 -0.17696 -4.70963 0.294
H 5.53536 0.99416 -3.34186 0.223
H 6.74833 -0.33069 -3.47426 0.367
H 2.93590 -1.39392 -2.32532 0.186
C 0.71206 -1.30007 -0.88109 1.179
C -0.46399 -0.58191 -0.17784 -0.213
C 0.14073 -0.25787 1.13147 0.338
O 1.47322 0.17739 0.85967 -0.478
C 1.90367 -0.45012 -0.38425 -0.008
H 0.63811 -1.30326 -1.94640 0.274
H 0.80380 -2.36434 -0.55369 -1.053
H -1.30015 -1.24519 -0.06141 0.507
H -0.71878 0.23911 -0.85622 0.002
H 0.18288 -1.20025 1.65543 0.350
H -0.30790 0.49568 1.74501 -0.730
H 2.92477 -1.02332 -0.22184 -0.377
H 2.14845 0.39901 -1.07038 0.175
```